Entry 1:
{"formula": "C36H77N3O12PS", "method": "ωB97M-V/def2-TZVPD", "lumo_ev": -4.3, "total_charge": 1, "e_above_lowest_kj_mol": 0.00, "gap_ev": 5.85, "species": ["C", "O", "C", "C", "C", "C", "C", "C", "C", "C", "C", "C", "C", "C", "C", "C", "C", "P", "N", "O", "N", "N", "C", "C", "O", "C", "O", "C", "S", "H", "H", "H", "H", "H", "H", "H", "H", "H", "H", "H", "H", "H", "H", "H", "H", "H", "H", "H", "H", "H", "H", "H", "H", "H", "H", "H", "H", "H", "H", "H", "H", "H", "H", "H", "H", "H", "C", "O", "C", "C", "O", "C", "H", "H", "H", "H", "H", "H", "H", "H", "H", "H", "C", "O", "C", "C", "O", "C", "H", "H", "H", "H", "H", "H", "H", "H", "H", "H", "C", "O", "C", "C", "O", "C", "H", "H", "H", "H", "H", "H", "H", "H", "H", "H", "C", "O", "C", "C", "O", "C", "H", "H", "H", "H", "H", "H", "H", "H", "H", "H"], "positions_angstrom": [[2.3858, 6.7899, 1.6340], [1.0872, 6.2712, 1.3593], [1.1824, 4.9341, 0.8353], [0.3906, 4.8617, -0.5101], [-0.9711, 4.0876, -0.3730], [-0.6890, 2.5667, -0.1118], [0.0385, 1.8675, -1.3094], [0.2304, 0.3455, -1.0422], [1.1611, 0.1188, 0.2160], [2.3316, -0.8267, -0.2322], [3.6029, -0.6559, 0.6765], [4.8613, -1.2723, -0.0542], [5.8760, -0.1258, -0.4105], [7.2540, -0.2509, 0.2388], [8.4753, -0.2832, -0.5178], [8.5109, -0.1944, -2.0424], [9.6879, -0.4145, 0.2243], [11.2959, -0.5066, -0.7972], [11.5193, -2.1705, -1.2624], [12.5159, -0.0892, 0.2535], [9.8652, -0.4722, 1.5348], [8.7145, -0.3923, 2.1677], [8.8513, -0.4048, 3.6481], [8.5267, -1.8163, 4.2632], [8.0611, -2.7542, 3.2879], [6.9147, -3.3998, 3.6953], [6.3782, -4.1656, 2.9983], [7.4937, -0.3092, 1.6468], [6.0308, -0.2715, 2.7172], [2.8789, 7.0882, 0.6817], [2.9913, 6.0442, 2.1916], [2.2969, 7.6888, 2.2757], [2.2500, 4.7332, 0.5928], [0.7958, 4.1854, 1.5583], [0.9991, 4.4432, -1.3317], [0.1172, 5.9001, -0.7982], [-1.5366, 4.4787, 0.4994], [-1.5660, 4.1652, -1.3017], [-1.6508, 2.0274, 0.0226], [-0.0803, 2.4253, 0.8024], [-0.5965, 2.0446, -2.2026], [1.0324, 2.3265, -1.4910], [-0.7728, -0.0826, -0.8172], [0.6123, -0.1658, -1.9494], [0.6002, -0.4139, 1.0071], [1.5519, 1.0951, 0.5708], [2.6522, -0.5751, -1.2680], [2.0401, -1.8964, -0.1759], [3.7038, 0.4293, 0.8912], [3.4701, -1.1520, 1.6631], [4.4758, -1.7932, -0.9524], [5.3057, -2.0369, 0.6166], [5.5001, 0.8965, -0.2088], [6.0416, -0.1735, -1.5061], [7.6243, 0.3984, -2.3532], [8.3582, -1.2008, -2.4871], [9.3908, 0.3312, -2.4443], [12.5326, -2.3300, -1.2783], [11.2403, -2.2015, -2.2471], [12.8952, -0.9075, 0.6286], [8.2927, 0.4190, 4.1246], [9.9063, -0.2025, 3.9186], [9.4559, -2.2399, 4.7011], [7.8427, -1.6726, 5.1239], [6.4749, -3.2409, 4.7080], [6.1238, 0.9529, 3.3189], [2.1255, -4.4231, 4.2125], [0.8133, -4.3376, 4.7401], [0.2759, -3.0232, 4.6624], [-0.7141, -2.8957, 3.5203], [-0.0631, -3.0025, 2.2585], [-0.2504, -4.2727, 1.6523], [2.3903, -5.4772, 4.1364], [2.1918, -3.9730, 3.2185], [2.8342, -3.9316, 4.8887], [1.0738, -2.2791, 4.5697], [-0.2504, -2.8378, 5.6040], [-1.1710, -1.9022, 3.5601], [-1.5119, -3.6385, 3.6122], [-1.2836, -4.3710, 1.3053], [-0.0134, -5.0883, 2.3389], [0.4152, -4.3380, 0.7909], [-2.0674, -2.9677, -1.3291], [-2.8946, -2.0002, -1.9521], [-3.1162, -2.2743, -3.3308], [-4.4925, -2.8683, -3.5632], [-4.5945, -4.1725, -3.0047], [-5.3135, -4.1881, -1.7826], [-2.0978, -2.7964, -0.2529], [-2.4128, -3.9844, -1.5329], [-1.0330, -2.8516, -1.6722], [-2.3369, -2.9313, -3.7292], [-3.0540, -1.3177, -3.8597], [-4.6538, -2.9701, -4.6406], [-5.2717, -2.2108, -3.1651], [-6.3782, -4.0146, -1.9701], [-4.9366, -3.4384, -1.0825], [-5.1949, -5.1747, -1.3347], [-7.0649, 3.2101, -2.5750], [-6.9563, 4.4119, -1.8278], [-6.1018, 4.2759, -0.7002], [-4.7426, 4.8984, -0.9567], [-4.0191, 4.1675, -1.9411], [-4.0273, 4.8094, -3.2057], [-7.5747, 3.4376, -3.5112], [-6.0836, 2.7882, -2.8063], [-7.6615, 2.4784, -2.0197], [-5.9991, 3.2252, -0.4118], [-6.5801, 4.8079, 0.1284], [-4.1563, 4.8556, -0.0333], [-4.8424, 5.9492, -1.2451], [-3.3961, 5.7042, -3.1778], [-5.0391, 5.0830, -3.5129], [-3.6159, 4.1150, -3.9388], [-11.9217, -1.7897, -0.2690], [-12.2486, -1.1154, -1.4731], [-12.0088, 0.2844, -1.3991], [-10.7308, 0.6658, -2.1216], [-9.5844, 0.1540, -1.4467], [-9.0489, -0.9913, -2.0877], [-11.9533, -2.8614, -0.4642], [-10.9208, -1.5272, 0.0823], [-12.6583, -1.5527, 0.5054], [-11.9833, 0.6231, -0.3589], [-12.8510, 0.7783, -1.8941], [-10.6388, 1.7563, -2.1225], [-10.7554, 0.3280, -3.1621], [-8.5642, -0.7048, -3.0275], [-9.8189, -1.7407, -2.2851], [-8.2987, -1.4271, -1.4271]], "lowdin_charge": [-0.126, -0.208, -0.220, -0.162, -0.187, -0.205, -0.210, -0.199, -0.178, -0.204, -0.250, -0.181, -0.135, -0.104, -0.142, -0.055, -0.285, 0.868, -0.175, -0.291, 0.159, -0.113, -0.093, -0.167, -0.047, -0.377, 0.132, -0.395, 0.960, 0.094, 0.083, 0.090, 0.109, 0.116, 0.094, 0.117, 0.115, 0.095, 0.117, 0.084, 0.116, 0.100, 0.102, 0.103, 0.107, 0.096, 0.108, 0.117, 0.087, 0.089, 0.113, 0.099, 0.135, 0.101, 0.084, 0.116, 0.058, 0.043, 0.033, 0.061, 0.110, 0.137, 0.138, 0.123, 0.161, -0.057, -0.113, -0.185, -0.201, -0.195, -0.211, -0.108, 0.092, 0.078, 0.083, 0.121, 0.127, 0.126, 0.130, 0.080, 0.087, 0.088, -0.119, -0.195, -0.199, -0.199, -0.189, -0.109, 0.078, 0.089, 0.086, 0.126, 0.125, 0.126, 0.122, 0.085, 0.083, 0.089, -0.104, -0.187, -0.201, -0.200, -0.215, -0.109, 0.090, 0.083, 0.082, 0.127, 0.126, 0.117, 0.129, 0.089, 0.086, 0.089, -0.111, -0.190, -0.202, -0.202, -0.202, -0.115, 0.089, 0.082, 0.089, 0.127, 0.126, 0.123, 0.127, 0.086, 0.085, 0.084]}

***

Entry 2:
{"formula": "C11H19Al2BBr5Cl4F5IN2O9PS", "method": "ωB97M-V/def2-TZVPD", "lumo_ev": -1.8, "total_charge": -2, "gap_ev": 1.50, "species": ["C", "C", "F", "C", "C", "C", "I", "C", "N", "N", "C", "O", "H", "H", "H", "H", "H", "H", "H", "H", "H", "H", "H", "H", "Al", "O", "S", "O", "O", "O", "C", "Cl", "Cl", "H", "H", "Br", "Al", "C", "Br", "Br", "Br", "H", "Br", "B", "F", "F", "F", "F", "O", "P", "O", "O", "O", "Cl", "C", "C", "Cl", "H", "H", "H", "H"], "positions_angstrom": [[-4.8072, -1.1894, 0.8463], [-3.9561, -1.8261, -0.2791], [-4.4086, -3.1063, -0.5066], [-2.4912, -1.8325, 0.1754], [-2.0372, -0.3430, 0.0989], [-1.1800, -0.2460, -1.1882], [-2.2579, -0.5503, -3.0995], [-0.2052, 0.9727, -1.4835], [-0.7028, 2.2717, -1.0602], [-0.4061, -1.4935, -1.1121], [-1.4401, -2.4523, -0.7574], [-1.4740, -3.5820, -1.1538], [-5.2326, -0.2387, 0.5195], [-5.6092, -1.8537, 1.1559], [-4.1871, -0.9837, 1.7163], [-4.1202, -1.1974, -1.1543], [-2.3796, -2.2520, 1.1810], [-2.7969, 0.4410, 0.1292], [-1.4052, -0.0966, 0.9565], [-0.1282, 0.9923, -2.5791], [0.8837, 0.7771, -1.1251], [-1.5962, 2.2370, -0.5965], [-0.0331, 2.8360, -0.5541], [0.1640, -1.4917, -0.2546], [-0.6357, 0.6207, -5.3753], [-3.0501, -3.0052, 2.8192], [-3.6368, -4.2950, 3.2385], [-3.4728, -4.4903, 4.6792], [-2.9140, -5.3749, 2.5400], [-5.0604, -4.3221, 2.8816], [4.1367, 1.6732, 0.2146], [2.9269, 2.9550, 0.3956], [3.5374, 0.1130, 0.8001], [4.3880, 1.5822, -0.8357], [5.0137, 1.9445, 0.7876], [-1.2302, 4.7012, -1.4829], [0.6141, 0.9802, 0.6748], [-3.3702, -6.7902, -2.7159], [-3.2070, -6.5489, -0.8359], [-2.7228, -8.5163, -3.2981], [-5.1685, -6.4595, -3.3466], [-2.7155, -6.0103, -3.1509], [-1.1050, -4.6982, -3.1321], [1.3866, 0.7210, 4.7940], [2.6729, 0.8126, 5.3604], [1.0685, 1.9383, 4.1390], [1.3765, -0.3107, 3.8261], [0.4446, 0.4544, 5.7877], [2.0401, 5.9061, -5.6117], [1.5126, 4.6631, -6.3112], [-0.0113, 4.7110, -6.3181], [1.9977, 3.4162, -5.5733], [2.0146, 4.6101, -7.7488], [7.1375, 3.5966, 0.8418], [7.4523, 4.3683, 2.4193], [6.4683, 3.9497, 3.4826], [4.8327, 4.5814, 3.1876], [7.4390, 5.4445, 2.2688], [8.4580, 4.0731, 2.7146], [6.7901, 4.3453, 4.4448], [6.3986, 2.8675, 3.5639]], "lowdin_charge": [-0.014, -0.361, 0.005, -0.144, -0.155, -0.684, 0.998, -0.425, -0.194, 0.024, -0.443, -0.188, 0.077, 0.088, 0.077, 0.065, 0.126, 0.128, 0.048, 0.024, 0.035, 0.029, -0.074, 0.117, 0.735, -0.276, 0.258, -0.219, -0.228, -0.249, -0.962, 0.556, 0.545, 0.038, -0.033, -0.299, 0.850, -1.727, 0.631, 0.518, 0.524, -0.248, 0.338, -1.270, 0.072, 0.046, 0.038, 0.097, -0.150, -0.152, -0.210, -0.279, -0.198, 0.564, -0.654, -0.663, 0.566, 0.066, 0.068, 0.071, 0.072]}

***

Entry 3:
{"formula": "C2H6N3O2", "method": "ωB97M-V/def2-TZVPD", "lumo_ev": -4.4, "total_charge": 1, "e_above_lowest_kj_mol": 88.80, "gap_ev": 9.73, "species": ["N", "C", "O", "N", "N", "C", "O", "H", "H", "H", "H", "H", "H"], "positions_angstrom": [[-0.1098, -1.6899, -1.1465], [-0.8430, -1.3206, -0.0969], [-1.9757, -1.5243, 0.0043], [-0.1156, -0.6942, 0.9848], [0.3836, 0.5595, 0.8881], [0.4124, 1.4468, -0.0667], [0.5966, 2.6363, 0.3713], [0.8534, -1.9304, -1.1751], [-0.6462, -2.0746, -1.9494], [-0.4049, -0.9452, 1.9655], [0.7363, 1.1212, 1.7156], [0.4225, 1.1408, -1.1333], [0.6903, 3.2745, -0.3618]], "lowdin_charge": [0.192, -0.630, 0.181, 0.090, 0.089, -0.136, 0.164, 0.111, 0.155, 0.200, 0.228, 0.184, 0.172]}

***

Entry 4:
{"formula": "CH11N2O3", "method": "ωB97M-V/def2-TZVPD", "lumo_ev": -3.9, "total_charge": 1, "e_above_lowest_kj_mol": 209.26, "gap_ev": 11.32, "species": ["N", "C", "N", "H", "H", "H", "H", "H", "H", "H", "O", "H", "H", "O", "H", "H", "O"], "positions_angstrom": [[0.4764, -0.0390, 0.4730], [1.3149, 0.9162, 0.1062], [1.0727, 2.3002, 0.2434], [-0.4933, 0.0797, 0.5462], [0.8659, -0.9049, 0.0610], [2.3656, 0.5767, -0.3693], [1.6957, 2.9712, 0.6855], [0.1509, 2.5614, 0.1572], [2.3565, -1.7548, 1.1444], [3.4302, -2.0093, 0.3068], [2.6740, -1.4427, 0.2303], [-2.6769, 1.4762, 0.2619], [-2.3018, 0.2973, -0.6996], [-2.0560, 0.8122, 0.0790], [-3.5112, -2.2248, -1.4630], [-2.2487, -2.0052, -0.8512], [-3.1151, -1.6103, -0.9119]], "lowdin_charge": [0.191, -0.102, 0.157, 0.053, 0.108, 0.189, 0.131, 0.062, 0.118, 0.059, -0.085, 0.045, 0.041, -0.025, 0.019, 0.042, -0.004]}

***

Entry 5:
{"formula": "C2H4OS", "method": "ωB97M-V/def2-TZVPD", "lumo_ev": [-3.4, -3.4], "e_above_lowest_kj_mol": 465.11, "gap_ev": [5.86, 5.86], "species": ["C", "C", "O", "S", "H", "H", "H", "H"], "positions_angstrom": [[0.4451, -0.2070, 0.5956], [1.7850, -0.7867, 0.3616], [2.4758, -0.2495, -0.4613], [-2.4978, -0.3759, -0.2375], [-0.1878, -0.3964, 1.5054], [0.1405, 0.7216, 0.3153], [2.1051, -1.5289, 0.9884], [-2.1640, 0.3676, 0.8612]], "lowdin_charge": [0.107, -0.286, 0.088, 0.276, 0.044, -0.009, 0.087, -0.306]}